{
  "formula": "C16H43O5S2",
  "method": "ωB97M-V/def2-TZVPD",
  "molar_mass_da": 379.649,
  "charge": 1,
  "spin_multiplicity": 1,
  "homo_energy_ev": -11.40,
  "species": ["O", "S", "S", "H", "H", "H", "C", "C", "O", "C", "C", "H", "H", "H", "H", "H", "H", "H", "H", "H", "H", "C", "C", "O", "C", "C", "H", "H", "H", "H", "H", "H", "H", "H", "H", "H", "C", "C", "O", "C", "C", "H", "H", "H", "H", "H", "H", "H", "H", "H", "H", "C", "C", "O", "C", "C", "H", "H", "H", "H", "H", "H", "H", "H", "H", "H"],
  "xyz": [[6.068, -1.653, -0.797], [5.123, -0.542, -1.539], [3.191, -1.342, -1.623], [5.786, -2.527, -1.089], [4.989, 0.479, -0.618], [3.114, -1.915, -0.375], [4.752, 2.518, 2.770], [4.460, 3.065, 1.384], [3.337, 2.462, 0.756], [2.088, 2.619, 1.423], [1.654, 4.062, 1.578], [4.843, 1.430, 2.745], [5.682, 2.939, 3.153], [3.960, 2.766, 3.476], [5.313, 2.861, 0.730], [4.342, 4.152, 1.409], [2.107, 2.110, 2.392], [1.356, 2.093, 0.810], [2.311, 4.615, 2.252], [0.645, 4.104, 1.986], [1.666, 4.574, 0.614], [-3.297, 2.338, -0.297], [-2.234, 1.600, 0.497], [-1.597, 2.400, 1.477], [-2.439, 2.920, 2.494], [-3.126, 1.849, 3.324], [-2.888, 3.253, -0.726], [-3.673, 1.707, -1.103], [-4.145, 2.618, 0.329], [-1.445, 1.275, -0.186], [-2.644, 0.693, 0.954], [-3.169, 3.614, 2.067], [-1.789, 3.511, 3.141], [-3.846, 1.281, 2.733], [-3.664, 2.303, 4.156], [-2.394, 1.143, 3.720], [-0.907, -2.893, -5.471], [-1.322, -1.441, -5.321], [-0.775, -0.806, -4.175], [0.630, -0.734, -4.124], [1.249, 0.052, -5.268], [-1.125, -3.450, -4.558], [-1.442, -3.355, -6.300], [0.162, -2.991, -5.671], [-2.403, -1.387, -5.198], [-1.083, -0.870, -6.224], [1.062, -1.742, -4.063], [0.865, -0.232, -3.181], [1.107, -0.450, -6.225], [2.324, 0.171, -5.113], [0.794, 1.040, -5.342], [-1.684, -4.693, 3.463], [-2.872, -4.551, 2.527], [-3.412, -3.242, 2.489], [-2.538, -2.227, 2.041], [-2.049, -2.432, 0.617], [-1.936, -4.331, 4.460], [-1.383, -5.739, 3.535], [-0.821, -4.122, 3.113], [-3.680, -5.193, 2.875], [-2.617, -4.888, 1.516], [-1.697, -2.111, 2.734], [-3.111, -1.300, 2.089], [-1.405, -3.311, 0.535], [-1.475, -1.565, 0.284], [-2.890, -2.578, -0.061]]
}


{
  "formula": "C43H53AsNO6SSb2V",
  "method": "ωB97M-V/def2-TZVPD",
  "molar_mass_da": 1081.351,
  "charge": 1,
  "s_squared": 0.76,
  "spin_multiplicity": 2,
  "homo_energy_ev": [-9.71, -9.72],
  "species": ["V", "C", "C", "C", "C", "C", "C", "C", "S", "O", "O", "N", "C", "C", "O", "O", "H", "H", "H", "H", "H", "H", "H", "H", "H", "C", "C", "C", "Sb", "C", "C", "C", "C", "C", "C", "C", "C", "C", "C", "C", "C", "Sb", "C", "C", "C", "C", "C", "C", "C", "C", "C", "C", "C", "C", "H", "H", "H", "H", "H", "H", "H", "H", "H", "H", "H", "H", "H", "H", "H", "H", "H", "H", "H", "H", "H", "H", "H", "H", "H", "H", "C", "C", "C", "C", "O", "H", "H", "H", "H", "H", "H", "H", "H", "H", "C", "As", "C", "C", "O", "H", "H", "H", "H", "H", "H", "H", "H", "H"],
  "xyz": [[-1.671, 0.160, 0.736], [-9.663, 1.667, -0.358], [-8.312, 1.103, -0.032], [-8.159, -0.244, 0.291], [-6.908, -0.782, 0.540], [-5.800, 0.052, 0.478], [-5.921, 1.400, 0.160], [-7.177, 1.915, -0.088], [-4.210, -0.635, 0.693], [-4.311, -2.063, 0.609], [-3.514, -0.108, 1.901], [-3.229, 0.068, -0.379], [-2.949, -0.521, -1.688], [-1.460, -0.323, -1.960], [-1.003, -0.312, -3.065], [-0.738, -0.161, -0.849], [-10.462, 1.020, 0.000], [-9.775, 1.771, -1.439], [-9.793, 2.656, 0.080], [-9.031, -0.884, 0.342], [-6.790, -1.832, 0.768], [-5.043, 2.031, 0.101], [-7.283, 2.963, -0.336], [-3.540, -0.049, -2.471], [-3.153, -1.597, -1.685], [2.129, -1.371, 1.054], [2.979, -0.111, 0.875], [2.190, 1.062, 0.278], [2.183, 1.193, -1.897], [4.161, 2.022, -1.896], [5.116, 1.434, -2.722], [6.437, 1.866, -2.710], [6.819, 2.900, -1.868], [5.876, 3.501, -1.042], [4.561, 3.060, -1.056], [1.131, 3.071, -2.022], [1.761, 4.220, -2.500], [1.040, 5.379, -2.760], [-0.334, 5.408, -2.568], [-0.979, 4.268, -2.110], [-0.251, 3.117, -1.838], [1.590, -2.612, -0.653], [2.440, -4.456, 0.068], [2.111, -5.594, -0.667], [2.761, -6.802, -0.454], [3.756, -6.893, 0.509], [4.086, -5.773, 1.261], [3.434, -4.567, 1.037], [3.253, -2.254, -1.946], [3.013, -2.298, -3.318], [4.064, -2.241, -4.222], [5.371, -2.151, -3.764], [5.624, -2.119, -2.400], [4.570, -2.171, -1.497], [1.174, -1.070, 1.492], [2.589, -2.061, 1.765], [3.884, -0.312, 0.299], [3.335, 0.193, 1.866], [2.601, 2.009, 0.630], [1.155, 1.024, 0.624], [4.832, 0.626, -3.389], [7.164, 1.395, -3.359], [7.846, 3.241, -1.856], [6.168, 4.312, -0.387], [3.838, 3.549, -0.410], [2.828, 4.222, -2.683], [1.555, 6.258, -3.127], [-0.897, 6.307, -2.785], [-2.055, 4.270, -1.978], [-0.777, 2.238, -1.485], [1.338, -5.543, -1.429], [2.494, -7.671, -1.043], [4.276, -7.828, 0.670], [4.860, -5.835, 2.015], [3.731, -3.710, 1.633], [1.996, -2.354, -3.692], [3.861, -2.264, -5.286], [6.193, -2.112, -4.468], [6.642, -2.061, -2.036], [4.793, -2.167, -0.437], [-2.226, 3.886, 1.580], [-1.204, 2.909, 2.142], [-1.540, 2.491, 3.570], [0.215, 3.439, 2.008], [-1.279, 1.723, 1.318], [-2.290, 4.758, 2.231], [-3.212, 3.420, 1.536], [-1.934, 4.215, 0.583], [-1.866, 3.356, 4.147], [-0.670, 2.063, 4.071], [-2.354, 1.764, 3.573], [0.302, 4.373, 2.566], [0.452, 3.635, 0.962], [0.936, 2.727, 2.411], [-3.213, -2.867, 3.403], [-1.477, -2.438, 2.719], [-0.500, -4.067, 2.486], [-0.573, -1.353, 4.028], [-1.323, -1.637, 1.230], [-3.003, -3.382, 4.342], [-3.733, -3.529, 2.717], [-3.791, -1.966, 3.578], [-0.349, -4.529, 3.461], [0.459, -3.847, 2.017], [-1.067, -4.740, 1.845], [0.326, -1.870, 4.359], [-1.227, -1.164, 4.877], [-0.284, -0.405, 3.576]]
}


{
  "formula": "C4H6N3O2",
  "method": "ωB97M-V/def2-TZVPD",
  "molar_mass_da": 128.111,
  "charge": 1,
  "spin_multiplicity": 1,
  "homo_energy_ev": -16.17,
  "species": ["C", "C", "C", "C", "N", "N", "N", "O", "O", "H", "H", "H", "H", "H", "H"],
  "xyz": [[-1.293, 0.766, -1.249], [1.178, 1.181, -1.109], [-1.408, -0.828, 0.203], [-0.028, -0.202, 0.513], [-2.067, -0.117, -0.840], [0.130, 0.674, -0.599], [-1.580, 1.914, -2.052], [-2.494, 1.825, -2.800], [-0.946, 2.893, -1.756], [2.067, 1.034, -0.649], [1.133, 1.818, -1.887], [-1.415, -1.963, 0.096], [-2.043, -0.608, 0.966], [-0.122, 0.489, 1.441], [0.872, -0.805, 0.427]]
}


{
  "formula": "C4H5NO",
  "method": "ωB97M-V/def2-TZVPD",
  "molar_mass_da": 83.090,
  "spin_multiplicity": 1,
  "homo_energy_ev": -10.73,
  "species": ["N", "C", "C", "C", "C", "O", "H", "H", "H", "H", "H"],
  "xyz": [[-2.661, 0.003, 1.182], [-1.511, -0.038, 1.066], [-0.044, -0.088, 0.889], [0.402, -0.745, -0.431], [0.587, 0.708, -0.887], [0.478, 1.175, 0.474], [0.416, -0.448, 1.815], [1.348, -1.275, -0.312], [-0.322, -1.368, -0.958], [1.544, 0.982, -1.340], [-0.238, 1.093, -1.498]]
}


{
  "formula": "C5H6O2",
  "method": "ωB97M-V/def2-TZVPD",
  "molar_mass_da": 98.101,
  "spin_multiplicity": 1,
  "homo_energy_ev": -8.99,
  "species": ["O", "C", "C", "O", "C", "C", "C", "H", "H", "H", "H", "H", "H"],
  "xyz": [[1.321, 1.977, -0.453], [1.592, 0.865, -0.071], [0.852, -0.373, -0.514], [0.897, -1.437, 0.478], [-0.387, -1.778, 0.348], [-1.409, 0.370, 0.543], [-0.683, -0.520, -0.495], [2.436, 0.663, 0.621], [1.321, -0.748, -1.434], [-1.221, -0.048, 1.526], [-2.487, 0.309, 0.375], [-1.083, 1.412, 0.527], [-1.185, -0.629, -1.464]]
}


{
  "formula": "C17H48N4O5",
  "method": "ωB97M-V/def2-TZVPD",
  "molar_mass_da": 388.594,
  "spin_multiplicity": 1,
  "homo_energy_ev": -8.92,
  "species": ["C", "C", "C", "O", "C", "N", "H", "H", "H", "H", "H", "H", "H", "H", "H", "H", "H", "C", "C", "C", "O", "C", "N", "H", "H", "H", "H", "H", "H", "H", "H", "H", "H", "H", "C", "C", "C", "O", "C", "N", "H", "H", "H", "H", "H", "H", "H", "H", "H", "H", "H", "C", "C", "C", "O", "C", "N", "H", "H", "H", "H", "H", "H", "H", "H", "H", "H", "H", "C", "O", "H", "H", "H", "H"],
  "xyz": [[2.461, 1.042, -2.739], [2.309, -0.292, -3.366], [2.585, -1.461, -2.376], [3.943, -1.406, -1.897], [4.158, -2.412, -0.976], [0.904, -0.493, -3.870], [1.865, 1.111, -1.853], [2.068, 1.821, -3.426], [3.501, 1.196, -2.542], [2.959, -0.424, -4.261], [2.449, -2.443, -2.857], [1.899, -1.410, -1.497], [3.794, -3.419, -1.325], [3.657, -2.155, -0.028], [5.223, -2.505, -0.791], [0.728, 0.206, -4.595], [0.761, -1.412, -4.242], [-1.416, 2.860, 1.402], [-2.781, 2.909, 0.649], [-2.607, 3.742, -0.646], [-3.855, 3.939, -1.263], [-3.758, 4.631, -2.484], [-3.224, 1.536, 0.392], [-1.457, 2.385, 2.370], [-1.087, 3.855, 1.640], [-0.637, 2.332, 0.774], [-3.605, 3.405, 1.225], [-1.902, 3.208, -1.306], [-2.169, 4.705, -0.330], [-4.755, 4.558, -2.899], [-3.026, 4.202, -3.144], [-3.529, 5.693, -2.263], [-2.468, 0.949, 0.016], [-3.913, 1.531, -0.333], [-2.513, -4.507, 1.730], [-2.506, -3.056, 1.266], [-3.110, -2.704, -0.088], [-2.355, -3.290, -1.085], [-2.676, -2.930, -2.413], [-3.108, -2.249, 2.357], [-1.862, -4.516, 2.579], [-2.302, -5.235, 0.974], [-3.505, -4.817, 2.133], [-1.470, -2.702, 1.242], [-3.130, -1.546, -0.183], [-4.198, -3.067, -0.110], [-3.657, -3.338, -2.730], [-1.918, -3.487, -2.937], [-2.667, -1.847, -2.503], [-3.210, -1.272, 2.125], [-3.992, -2.635, 2.645], [3.335, -0.132, 4.244], [2.772, 1.090, 3.463], [2.298, 0.744, 2.046], [3.331, 0.213, 1.253], [4.263, 1.144, 0.815], [1.765, 1.719, 4.292], [4.338, -0.409, 3.875], [2.676, -0.990, 4.157], [3.476, 0.102, 5.262], [3.613, 1.846, 3.393], [1.998, 1.676, 1.597], [1.464, 0.026, 2.123], [4.814, 0.732, -0.045], [4.908, 1.461, 1.644], [3.662, 2.001, 0.411], [1.266, 2.504, 3.842], [0.951, 1.160, 4.567], [-0.247, -0.732, -0.170], [-0.894, -0.135, -1.310], [-0.047, -1.779, -0.300], [0.649, -0.160, 0.130], [-1.001, -0.661, 0.637], [-0.286, -0.202, -2.087]]
}


{
  "formula": "C2H4O4S",
  "method": "ωB97M-V/def2-TZVPD",
  "molar_mass_da": 124.117,
  "spin_multiplicity": 1,
  "homo_energy_ev": -10.48,
  "species": ["C", "C", "O", "O", "O", "O", "S", "H", "H", "H", "H"],
  "xyz": [[-1.020, 0.543, -1.890], [-0.564, 1.593, -1.546], [0.910, -2.040, -0.571], [0.851, -2.957, 1.671], [0.152, 0.027, 1.134], [-0.368, 1.258, 1.698], [1.493, -2.068, 0.741], [-1.400, -0.176, -2.493], [0.461, 1.793, 1.941], [0.100, 2.375, -1.249], [-0.615, -0.347, 0.564]]
}


{
  "formula": "C50H63F3N3OOsSSbSi3",
  "method": "ωB97M-V/def2-TZVPD",
  "molar_mass_da": 1207.383,
  "spin_multiplicity": 1,
  "homo_energy_ev": [-7.53, -7.53],
  "species": ["Os", "C", "Si", "C", "C", "N", "C", "C", "C", "C", "C", "C", "N", "Si", "C", "C", "C", "H", "H", "H", "H", "H", "H", "H", "H", "H", "H", "H", "H", "H", "H", "H", "H", "H", "H", "H", "H", "H", "H", "C", "Si", "C", "C", "C", "C", "C", "C", "N", "C", "S", "H", "H", "H", "H", "H", "H", "H", "H", "H", "H", "H", "H", "C", "C", "C", "C", "C", "C", "C", "C", "C", "C", "C", "C", "O", "H", "H", "H", "H", "H", "H", "H", "H", "H", "H", "H", "H", "H", "H", "H", "H", "H", "F", "C", "C", "C", "C", "C", "C", "Sb", "C", "C", "C", "C", "F", "C", "C", "C", "C", "C", "C", "F", "C", "C", "H", "H", "H", "H", "H", "H", "H", "H", "H", "H", "H", "H"],
  "xyz": [[-1.072, 0.567, 0.096], [-2.968, 3.132, 3.405], [-1.312, 2.300, 3.049], [-1.434, 0.687, 3.973], [0.165, 3.213, 3.735], [-1.163, 2.209, 1.258], [-1.364, 3.353, 0.547], [-1.537, 4.655, 1.102], [-1.861, 5.719, 0.316], [-2.019, 5.560, -1.083], [-1.792, 4.350, -1.659], [-1.426, 3.219, -0.871], [-1.163, 1.988, -1.346], [-0.932, 1.756, -3.112], [0.308, 3.012, -3.734], [-2.601, 1.815, -3.945], [-0.199, 0.101, -3.568], [-2.854, 4.085, 3.932], [-3.582, 2.479, 4.030], [-3.520, 3.337, 2.484], [-1.860, 0.918, 4.956], [-0.455, 0.232, 4.131], [-2.090, -0.045, 3.494], [0.221, 3.074, 4.819], [0.149, 4.287, 3.534], [1.075, 2.804, 3.290], [-1.426, 4.809, 2.164], [-2.016, 6.688, 0.773], [-2.313, 6.402, -1.697], [-1.916, 4.238, -2.726], [-0.013, 4.052, -3.676], [0.553, 2.793, -4.779], [1.222, 2.917, -3.141], [-3.256, 2.604, -3.569], [-3.105, 0.856, -3.778], [-2.485, 1.955, -5.024], [0.870, 0.174, -3.780], [-0.691, -0.256, -4.478], [-0.350, -0.644, -2.787], [0.971, -1.452, 6.004], [1.724, -2.091, 4.412], [2.157, -3.896, 4.668], [3.295, -1.154, 4.056], [0.326, -2.050, 3.131], [-0.651, -3.031, 3.272], [-1.825, -2.999, 2.524], [-2.013, -1.946, 1.664], [-1.077, -1.000, 1.502], [0.069, -1.056, 2.169], [1.105, 0.269, 1.727], [1.496, -1.880, 6.865], [-0.084, -1.727, 6.081], [1.039, -0.362, 6.081], [3.071, -3.980, 5.265], [2.324, -4.420, 3.723], [1.367, -4.428, 5.207], [3.851, -1.067, 4.996], [3.112, -0.149, 3.672], [3.932, -1.688, 3.343], [-0.509, -3.833, 3.991], [-2.581, -3.765, 2.619], [-2.930, -1.831, 1.102], [-0.968, -3.419, -1.376], [-2.204, -3.426, -2.278], [-1.825, -3.175, -3.743], [-3.361, -2.517, -1.870], [-4.635, -2.974, -2.190], [-5.781, -2.270, -1.866], [-5.646, -1.098, -1.146], [-4.396, -0.596, -0.799], [-4.330, 0.645, 0.060], [-4.790, 1.897, -0.688], [-5.107, 0.483, 1.371], [-3.232, -1.266, -1.232], [-1.989, -0.754, -1.042], [-0.297, -4.227, -1.678], [-1.243, -3.584, -0.331], [-0.410, -2.486, -1.434], [-2.609, -4.440, -2.222], [-1.574, -2.129, -3.896], [-2.660, -3.422, -4.402], [-0.962, -3.783, -4.032], [-4.726, -3.928, -2.701], [-6.760, -2.643, -2.138], [-6.535, -0.561, -0.831], [-3.288, 0.797, 0.339], [-5.834, 1.799, -0.997], [-4.181, 2.059, -1.580], [-4.702, 2.784, -0.052], [-6.184, 0.466, 1.187], [-4.894, 1.323, 2.039], [-4.836, -0.442, 1.887], [6.556, 0.016, -5.926], [5.645, 0.061, -4.933], [5.887, -0.656, -3.775], [4.940, -0.614, -2.762], [3.762, 0.128, -2.897], [3.573, 0.850, -4.073], [4.511, 0.821, -5.104], [2.338, 0.240, -1.245], [2.609, -1.874, -0.889], [2.753, -2.476, 0.359], [2.890, -3.857, 0.481], [2.862, -4.627, -0.661], [2.999, -5.964, -0.550], [2.693, -4.075, -1.914], [2.567, -2.697, -2.018], [3.896, 1.181, -0.087], [4.448, 0.692, 1.091], [5.424, 1.406, 1.779], [5.824, 2.625, 1.276], [6.762, 3.329, 1.942], [5.299, 3.150, 0.112], [4.337, 2.414, -0.569], [6.802, -1.225, -3.675], [5.129, -1.167, -1.847], [2.682, 1.456, -4.203], [4.371, 1.379, -6.021], [2.751, -1.874, 1.259], [3.016, -4.332, 1.446], [2.665, -4.717, -2.787], [2.444, -2.261, -3.003], [4.120, -0.258, 1.488], [5.868, 1.028, 2.693], [5.639, 4.114, -0.245], [3.940, 2.809, -1.501]]
}